1.
DFT (ωB97M-V/def2-TZVPD) results for C29H31FN4O4 in the gas phase.

CARTESIAN COORDINATES (ANGSTROEM)
O 1.8356 0.4298 2.4863
C 2.8815 0.5668 1.8842
C 3.6217 1.8946 1.8444
C 2.6529 3.0670 1.6945
C 2.2707 3.2977 0.2273
C 1.9970 2.0034 -0.5159
O 2.9048 1.3304 -0.9696
N 0.6981 1.6550 -0.7036
C -0.3815 2.3729 -0.1273
C -0.6675 2.2222 1.2272
C -1.7215 2.9135 1.7969
C -2.4781 3.7528 0.9994
F -3.5119 4.4225 1.5481
C -2.2032 3.9282 -0.3458
C -1.1459 3.2366 -0.9076
C 0.4477 0.5604 -1.6422
C -0.8858 0.7658 -2.3962
O -0.9206 1.2762 -3.4959
N -1.9657 0.3360 -1.7290
C -3.3049 0.3197 -2.2723
C -3.8307 -1.1162 -2.3479
C -4.2710 -1.4397 -0.9136
C -4.5527 -0.0822 -0.2382
C -4.2882 0.9845 -1.3078
C 0.4840 -0.8178 -1.0294
C 1.0318 -1.8605 -1.7655
C 0.9639 -3.1634 -1.3120
C 0.3368 -3.4503 -0.1063
O 0.2081 -4.7210 0.3606
C -0.1803 -2.4095 0.6567
C -0.1036 -1.1094 0.1981
N 3.5356 -0.4453 1.2518
C 3.2946 -1.8100 1.3230
C 2.4878 -2.3992 2.2981
C 2.4239 -3.7780 2.3380
C 3.1356 -4.5207 1.4053
C 3.8839 -3.8344 0.4648
N 3.9746 -2.5172 0.4276
H 4.1440 1.9735 2.8022
H 4.3598 1.9025 1.0439
H 3.1078 3.9802 2.0820
H 1.7622 2.8575 2.2885
H 3.1207 3.7556 -0.2845
H 1.4178 3.9734 0.1641
H -0.0568 1.5702 1.8347
H -1.9588 2.8081 2.8436
H -2.8062 4.6015 -0.9344
H -0.9112 3.3665 -1.9523
H 1.2443 0.6235 -2.3948
H -1.8397 -0.1288 -0.8428
H -3.2542 0.8117 -3.2458
H -4.6829 -1.1471 -3.0263
H -3.0724 -1.8057 -2.7161
H -3.4808 -1.9746 -0.3854
H -5.1531 -2.0777 -0.9114
H -5.5752 -0.0213 0.1305
H -3.8899 0.0666 0.6150
H -5.2058 1.2205 -1.8461
H -3.8880 1.9054 -0.8877
H 1.5129 -1.6513 -2.7086
H 1.3953 -3.9640 -1.8977
H 0.6368 -5.3355 -0.2472
H -0.6417 -2.6377 1.6040
H -0.4876 -0.3183 0.8230
H 4.2129 -0.2027 0.5389
H 1.9468 -1.7860 2.9978
H 1.8221 -4.2724 3.0858
H 3.1084 -5.5991 1.4134
H 4.4556 -4.3559 -0.2924

Force components x, y, z for each atom (eV/Å):
-0.30 -0.07 0.26
0.52 0.12 -0.17
-0.27 0.20 0.13
0.07 -0.08 -0.07
0.07 0.05 0.10
0.01 0.61 -0.02
0.29 -0.16 -0.16
-0.23 -0.20 -0.29
-0.27 0.37 0.36
0.00 0.00 -0.29
-0.25 0.21 -0.02
0.11 -0.09 -0.03
0.08 -0.05 -0.05
-0.06 0.06 0.17
0.10 0.02 0.24
0.16 -0.20 -0.32
0.30 -0.18 0.35
0.07 0.27 -0.43
-0.32 -0.24 0.20
-0.21 0.16 -0.34
0.08 0.03 -0.06
-0.05 -0.12 0.00
-0.10 0.05 0.06
0.07 0.04 -0.03
0.21 -0.07 0.05
-0.11 0.14 0.13
-0.06 -0.15 0.11
-0.02 0.25 -0.27
-0.11 -0.17 0.09
-0.10 -0.27 -0.06
0.21 -0.10 -0.08
0.23 0.08 -0.12
-0.08 -0.49 0.11
0.01 -0.05 0.13
0.24 0.10 -0.13
0.04 0.00 0.02
-0.06 -0.35 0.12
0.06 0.56 -0.09
0.02 -0.08 -0.03
0.07 -0.03 0.05
-0.05 -0.03 0.01
0.07 0.06 0.05
-0.08 -0.07 -0.05
0.09 0.03 -0.01
0.07 -0.08 0.03
-0.04 0.01 0.11
-0.08 0.07 -0.04
0.03 -0.02 -0.13
-0.32 -0.05 0.13
0.14 0.01 -0.11
-0.02 -0.06 0.12
-0.04 0.00 -0.05
0.00 -0.01 -0.10
-0.01 -0.07 0.03
0.04 -0.09 0.05
0.02 0.02 0.11
-0.01 0.02 0.09
-0.05 0.03 -0.04
-0.04 0.05 -0.05
0.08 0.05 -0.13
0.05 -0.08 -0.06
-0.02 0.11 0.06
-0.05 -0.02 0.15
-0.05 0.10 0.07
-0.11 0.06 0.12
-0.04 0.04 0.02
-0.07 -0.02 0.05
0.01 -0.10 -0.03
0.02 -0.13 -0.02

Values from the calculation:
LUMO: 0.62 eV
Molar mass: 518.589 g/mol
HOMO energy: -8.425 eV
F_max: 0.0120 hartree/bohr
Relative energy (zero: lowest compared OMol25 entry of this formula, charge and spin): 0.115 eV
Structure (SMILES): O=C(CCCC(=O)N(c1ccc(F)cc1)[C@H](C(=O)NC1CCCC1)c1ccc(O)cc1)Nc1ccccn1



2.
DFT (ωB97M-V/def2-TZVPD) results for 26 unconnected molecules or ions with the total composition C38H128O26 in a non-equilibrium geometry.

CARTESIAN COORDINATES (ANGSTROEM)
C 2.0866 2.5907 -1.1096
C 1.9479 1.4003 -1.9948
O 2.6192 1.7100 -3.1952
H 3.1174 2.8218 -0.9982
H 1.7131 2.4255 -0.0550
H 1.6721 3.4574 -1.6161
H 0.8642 1.2752 -2.1596
H 2.3873 0.5044 -1.5653
H 2.4834 0.9968 -3.8033
C 0.1022 2.7575 -5.5601
C -0.2426 3.7684 -4.3871
O 0.9692 4.3472 -3.9622
H 0.9396 2.0957 -5.1955
H 0.4982 3.3256 -6.3983
H -0.8622 2.2275 -5.6554
H -0.6670 3.1592 -3.5804
H -0.8938 4.6474 -4.6340
H 1.6640 3.6532 -3.8875
C 2.4544 8.7162 -3.1374
C 1.6711 7.6431 -2.3035
O 0.6396 6.9990 -3.0685
H 1.7723 9.4363 -3.5216
H 3.0203 8.4316 -4.0328
H 3.0985 9.1600 -2.3556
H 1.2369 8.0698 -1.4250
H 2.3916 6.9140 -1.9817
H 0.9511 6.1828 -3.4620
C -2.4618 -2.6059 -3.9582
C -1.0680 -2.7034 -3.3730
O -0.4888 -1.4470 -2.9313
H -2.4315 -1.9563 -4.8182
H -3.2003 -2.2484 -3.2905
H -2.8507 -3.5419 -4.3559
H -0.3500 -3.0609 -4.1320
H -1.1659 -3.3420 -2.4804
H -1.0293 -1.0216 -2.2205
C 2.2443 -6.5907 -7.0047
C 3.0536 -5.3636 -6.6455
O 2.0793 -4.3520 -6.3485
H 1.8829 -6.4707 -8.0333
H 1.4236 -6.7986 -6.3087
H 2.8689 -7.4473 -7.1938
H 3.7020 -5.0628 -7.4289
H 3.7165 -5.4379 -5.7369
H 2.6108 -3.7556 -5.7547
C -7.9613 0.6877 -3.7054
C -6.6792 1.2978 -3.1673
O -6.4927 1.0716 -1.8033
H -8.1677 1.0864 -4.6403
H -8.7857 0.8038 -3.0147
H -7.8054 -0.3705 -3.8878
H -6.7760 2.3545 -3.3500
H -5.8043 0.8876 -3.6822
H -5.7604 0.4853 -1.6626
C 5.2618 -2.0234 -3.0383
C 4.0643 -2.8964 -3.3695
O 3.4684 -2.5994 -4.5579
H 5.3544 -1.9206 -1.9512
H 5.0486 -1.1002 -3.5725
H 6.2441 -2.4425 -3.3847
H 3.3623 -2.6657 -2.5394
H 4.2345 -3.9826 -3.3332
H 2.7197 -1.9345 -4.4650
C 0.1296 5.8950 1.3651
C -0.8784 5.9945 0.2430
O -0.5844 5.0910 -0.8582
H -0.0206 6.7127 2.0559
H 1.1013 6.1370 0.9632
H 0.0189 5.0485 1.9842
H -0.8373 7.0156 -0.1999
H -1.8552 5.8105 0.6579
H -0.0783 5.4833 -1.5819
C 2.6356 -0.5830 1.7687
C 2.8593 -1.3120 3.0621
O 2.1504 -2.5001 3.0501
H 2.6547 -1.3903 0.9980
H 3.4236 0.1076 1.4696
H 1.5981 -0.1839 1.7629
H 2.5280 -0.7844 3.9792
H 3.9724 -1.4856 3.1289
H 2.7128 -3.0785 3.5796
C -0.2218 -1.3764 8.2891
C 0.3535 -1.1111 6.9050
O 1.2745 -0.0500 7.0324
H -0.6996 -2.3320 8.2390
H -0.8420 -0.5240 8.6319
H 0.6476 -1.4289 8.9968
H -0.4899 -0.8367 6.2869
H 0.8236 -1.9724 6.4604
H 1.6674 0.1030 6.1602
C -2.5149 -5.5230 2.7976
C -2.0154 -5.7098 1.3537
O -2.0154 -4.4863 0.5848
H -3.5702 -5.6338 2.9158
H -2.1807 -4.5070 3.1490
H -2.0473 -6.2611 3.3961
H -2.4963 -6.4386 0.7885
H -0.9769 -5.9538 1.4372
H -2.8117 -4.4482 0.0064
C 6.1832 2.8209 -2.8779
C 5.3881 4.0660 -2.5711
O 4.2749 4.0430 -3.4904
H 6.8821 2.7259 -2.0530
H 6.7001 3.0091 -3.8382
H 5.4558 1.9909 -2.9927
H 5.9427 5.0203 -2.6649
H 4.9804 4.0532 -1.5058
H 3.5440 3.4540 -3.1449
C 1.3479 -5.0719 -0.0233
C 2.7928 -4.8864 0.2323
O 3.3684 -5.9886 0.9375
H 1.0956 -4.3493 -0.8639
H 0.6527 -4.9636 0.7955
H 1.1812 -6.1355 -0.3287
H 3.0325 -3.9553 0.8044
H 3.3551 -4.7448 -0.6696
H 3.1487 -6.7804 0.4104
C -4.6151 -1.3506 3.9896
C -4.3330 -1.4476 2.5088
O -3.9367 -0.1942 1.9390
H -5.6192 -1.0174 4.3064
H -3.8032 -0.7669 4.3829
H -4.3205 -2.3334 4.4242
H -5.2456 -1.6857 1.9301
H -3.5881 -2.2496 2.3153
H -3.0604 0.0854 2.2290
C 3.3275 3.6970 3.3832
C 3.1912 2.2952 3.9342
O 3.2424 2.1256 5.3353
H 3.5651 3.7391 2.2880
H 4.0907 4.2747 3.9286
H 2.3919 4.2624 3.5146
H 4.1256 1.7770 3.5960
H 2.4172 1.7359 3.4623
H 2.4524 2.5498 5.6769
C 1.0234 -6.6234 4.4648
C 1.3918 -5.2107 4.0118
O 2.7802 -5.1370 3.6973
H 1.1655 -7.3823 3.6364
H -0.0190 -6.5787 4.7857
H 1.6547 -6.8397 5.3799
H 1.1173 -4.4791 4.7940
H 0.8123 -4.9372 3.1792
H 2.9811 -5.4917 2.7989
C -0.7461 -1.6162 0.4742
C -0.9033 -0.0749 0.1213
O -1.6832 0.0452 -1.0347
H -0.2314 -1.9110 1.3727
H -0.1111 -1.9874 -0.3493
H -1.6698 -2.1568 0.4454
H 0.1309 0.2494 0.0096
H -1.4571 0.3625 0.9756
H -1.9646 1.0167 -1.1016
C -0.0800 2.1577 3.0644
C -0.2129 0.7554 3.5485
O -1.6052 0.4439 3.8311
H -0.9452 2.4924 2.4862
H 0.7847 2.4053 2.4128
H -0.0431 2.9231 3.8988
H 0.4260 0.5529 4.4486
H 0.1104 -0.0361 2.8292
H -2.0286 1.2751 4.1616
C -5.3937 3.9581 4.2808
C -4.6286 2.5975 4.5657
O -3.1937 2.7539 4.5860
H -5.3899 4.6740 5.1597
H -6.3744 3.6988 3.9262
H -4.8287 4.4923 3.5634
H -4.7959 1.9478 3.6179
H -4.9665 2.0708 5.4145
H -3.0258 3.2134 5.4320
O -4.5003 -0.8394 -0.8743
H -3.7672 -0.2924 -0.5528
H -5.0207 -0.9556 -0.1083
O 0.6892 -1.7424 -7.4240
H -0.2325 -1.8086 -7.0797
H 1.1156 -2.5267 -7.1466
O -4.4260 2.0912 -0.0229
H -5.2912 2.2517 -0.3758
H -4.4731 1.5766 0.8058
O -2.2268 2.7333 -1.3272
H -2.9916 2.8690 -0.6934
H -1.6927 3.5558 -1.2700
O 1.6833 -0.4869 -4.5902
H 0.8713 -0.7728 -4.1427
H 1.3443 -0.3633 -5.4907
O -0.0580 2.4594 6.8628
H 0.4150 1.5904 7.0089
H -0.1613 2.8364 7.7448
O -4.4159 -4.0463 -1.2972
H -5.3698 -4.1460 -1.2456
H -4.2906 -3.1486 -1.6424

Force components x, y, z for each atom (eV/Å):
-0.17 0.06 1.37
-0.85 0.00 0.11
0.28 1.20 0.34
1.24 0.12 0.21
-0.07 0.31 -1.31
-0.58 0.13 0.38
0.25 -0.48 -0.17
-0.11 -0.28 0.24
-0.22 -0.93 -0.85
-0.51 0.89 1.95
0.74 -0.84 -0.89
1.26 0.21 0.63
-1.12 0.45 -0.27
-0.47 -0.25 -0.38
0.76 -0.19 -0.90
-0.31 0.32 0.03
0.30 -1.13 -0.06
-0.74 0.54 -0.13
-0.19 -0.54 1.48
0.71 -0.30 -2.64
-0.33 0.74 0.92
-0.71 0.88 0.05
0.05 -0.74 0.62
0.08 0.25 -0.77
-0.43 0.56 0.42
0.40 -0.58 0.31
0.46 -0.50 -0.27
0.61 -0.04 -1.25
0.09 0.36 0.87
-0.45 -0.35 -0.52
-0.13 0.56 -0.32
-0.57 0.62 0.92
0.35 -0.39 0.21
-0.36 -0.32 0.54
0.61 -0.27 -0.39
0.16 -0.06 -0.54
0.45 -0.09 -0.99
-0.87 -0.25 1.81
1.22 1.07 0.64
-0.62 0.46 0.32
0.36 0.05 -0.19
0.44 -0.64 0.68
0.54 0.30 -1.06
-0.64 -0.52 -0.69
-0.91 -0.14 -0.42
1.00 -1.41 1.33
-0.17 -0.34 -0.61
-0.86 0.66 0.99
-0.66 1.03 -1.74
-0.18 0.21 0.09
-0.15 -0.39 0.21
0.45 0.66 0.05
-0.15 0.32 -0.38
0.79 -0.74 0.14
1.16 -0.93 -0.50
-0.35 -0.39 2.66
-1.73 0.91 -2.13
-0.07 0.36 -0.25
0.38 0.40 0.41
-0.88 0.42 0.02
-0.04 -0.42 -0.27
0.31 0.25 0.06
1.26 -0.59 -0.11
-0.15 1.69 -0.58
1.16 0.74 -1.36
-0.66 -0.64 0.93
-0.44 0.54 0.24
0.65 -0.76 0.02
0.38 -1.45 0.21
-0.30 -0.48 0.52
-0.59 -0.29 -0.40
-0.11 0.63 0.19
-1.03 -0.79 -0.91
1.57 1.12 0.58
0.01 -0.98 0.03
-0.08 0.54 0.33
-0.30 0.37 0.37
0.96 0.21 -0.38
0.46 0.51 -0.46
-0.91 0.00 0.27
-0.51 -0.90 -0.13
1.82 0.75 0.37
-0.98 0.21 0.80
0.41 0.64 -0.57
-0.74 -0.39 0.42
0.02 -0.74 -0.31
-0.80 -0.18 -0.44
-0.19 0.23 -0.65
0.29 -0.52 0.01
0.27 0.07 0.24
0.59 1.39 -0.99
0.51 2.45 0.79
-0.86 -0.27 -0.15
-0.83 0.16 -0.02
-0.36 -0.96 -0.27
0.48 -0.75 0.80
-1.01 -1.58 -0.66
0.67 -0.45 -0.06
0.55 -0.09 0.56
0.07 0.72 -0.20
-1.88 -0.27 0.66
-0.92 0.43 0.61
0.40 -0.73 -0.11
-0.10 -0.46 0.50
0.76 0.28 0.28
-0.29 -0.55 -0.28
0.56 -0.03 -1.07
1.62 0.61 -0.45
-0.87 -0.15 -1.79
1.09 0.98 1.23
-0.15 -0.43 -0.01
-0.26 -1.05 0.97
0.18 0.62 0.40
0.07 0.78 -0.40
-0.42 -0.81 0.00
0.12 -0.11 -0.91
0.24 0.41 0.52
0.71 -1.29 0.36
-0.47 -0.03 -0.75
-0.19 0.28 -0.39
0.64 -0.11 -0.24
0.05 0.92 0.45
-0.95 0.32 -0.09
0.35 -0.23 0.36
-0.26 0.59 -0.04
0.22 -0.32 0.57
-0.57 1.12 -0.02
3.16 -0.84 -1.05
-0.66 0.35 -0.06
-0.16 -0.35 0.94
-0.07 -0.38 -0.22
0.10 -0.06 -0.08
-0.63 0.16 0.20
-0.93 -0.26 -0.10
-0.26 0.17 0.48
0.65 0.07 0.46
0.63 -1.02 0.66
0.30 0.34 -0.08
-0.10 0.80 1.09
-0.08 -0.40 -0.05
-0.67 -0.20 -1.17
0.60 -0.28 -0.17
-0.84 0.44 -1.36
-0.46 0.11 0.66
0.53 1.07 -1.93
-0.26 -2.43 2.25
-0.63 1.27 -0.19
0.23 0.50 0.61
-0.28 -0.30 0.24
-0.65 -0.08 -0.05
-0.15 0.83 -0.03
0.72 0.44 -0.38
0.66 -0.90 -0.37
0.39 2.44 -0.06
-0.23 -1.68 0.33
0.44 0.81 0.11
-0.14 -0.43 -0.12
-0.34 -0.56 0.42
0.07 -1.02 -0.54
-0.60 0.37 -0.45
-0.39 0.85 0.34
0.22 -0.64 -0.10
1.29 -0.87 2.28
-0.05 0.71 -3.80
-0.62 0.54 1.18
-0.42 -1.10 -0.65
-0.53 0.29 -0.02
0.39 0.32 -1.21
0.10 0.84 1.71
-0.47 -0.54 1.07
0.43 -0.31 -0.60
0.68 0.15 -1.50
0.22 -0.17 -0.25
-0.94 -0.29 1.40
-1.89 1.73 0.15
1.08 -0.05 -0.49
0.85 -1.78 0.47
1.07 -0.14 1.05
-0.98 -0.20 -0.25
-0.32 0.20 -0.49
-0.64 0.70 0.90
0.87 -0.38 -0.99
0.01 -0.41 0.04
-0.42 -0.13 -0.47
-0.35 -0.05 0.88
0.46 -0.07 -0.29
0.51 -0.80 0.14
-0.55 0.84 -0.01
0.08 -0.08 -0.14
0.15 0.19 -0.12
-0.06 -0.08 0.05
0.03 -0.04 0.25

Values from the calculation:
LUMO: 0.26 eV
Molar mass: 1001.416 g/mol
HOMO energy: -9.639 eV
F_max: 0.0752 hartree/bohr
Relative energy (zero: lowest compared OMol25 entry of this formula, charge and spin): 0.067 eV



3.
DFT (ωB97M-V/def2-TZVPD) results for 3 unconnected molecules or ions with the total composition C5H7NO in a non-equilibrium geometry.

CARTESIAN COORDINATES (ANGSTROEM)
N -2.6148 -0.7700 0.5902
C -2.6364 0.0970 1.3788
O -0.5813 -2.0095 -0.9823
C 0.5035 -1.8382 -0.4768
C 1.4672 0.9984 0.4818
C 0.7377 1.5096 -0.7283
C 0.2813 1.4651 0.7018
H -2.4096 -1.4809 -0.0925
H 1.4137 -1.7219 -1.0948
H 0.6487 -1.7869 0.6168
H 2.3860 0.5748 0.8596
H 0.3106 0.8077 -1.4521
H 1.0267 2.4644 -1.1762
H -0.5332 1.6905 1.3739

Force components x, y, z for each atom (eV/Å):
0.00 0.87 0.79
-0.10 -0.91 -0.78
0.51 0.05 0.19
-0.31 -0.08 -0.17
-0.18 0.08 0.17
-0.06 0.08 -0.36
0.24 -0.11 0.07
0.13 0.07 0.05
-0.13 -0.01 0.04
-0.14 -0.04 -0.10
-0.16 0.08 -0.05
0.07 0.11 0.13
-0.05 -0.15 0.11
0.18 -0.03 -0.10

Values from the calculation:
LUMO: 0.40 eV
Molar mass: 97.117 g/mol
HOMO energy: -9.649 eV
F_max: 0.0234 hartree/bohr
Relative energy (zero: lowest compared OMol25 entry of this formula, charge and spin): 5.074 eV



4.
DFT (ωB97M-V/def2-TZVPD) results for 2 unconnected molecules or ions with the total composition C9H14 in a non-equilibrium geometry.

CARTESIAN COORDINATES (ANGSTROEM)
C -1.7099 -2.3090 -1.3595
C -2.1288 -1.3045 -2.4119
H -1.3933 -3.2574 -1.7958
H -0.7520 -2.0040 -0.9051
H -2.4330 -2.4769 -0.5587
H -2.0654 -0.2608 -2.0722
H -1.6648 -1.3212 -3.4015
H -3.2044 -1.4019 -2.6098
C 2.9043 0.2156 1.4020
C -0.7371 -0.1353 0.9348
C -1.0588 1.1225 0.3061
C 0.5525 -0.5817 1.0546
C 1.5510 0.3691 0.8477
C -0.0696 2.0085 -0.0193
C 1.2304 1.6433 0.2310
H -1.5623 -0.6981 1.3681
H -2.1156 1.3527 0.2311
H 0.7930 -1.4516 1.6411
H -0.2197 2.9475 -0.5269
H 3.1588 -0.7242 1.8756
H 3.0680 1.0079 2.1363
H 2.0713 2.3149 0.0571
H 3.7004 0.4209 0.6712

Force components x, y, z for each atom (eV/Å):
1.66 -0.13 -0.10
-1.47 0.81 -0.18
-0.63 -0.19 -0.08
-0.36 0.12 0.09
-0.04 0.04 -0.25
0.27 -0.14 0.14
0.37 -0.41 0.38
0.16 -0.18 -0.08
0.86 0.17 -0.13
-0.27 -0.25 -0.13
-0.75 -0.68 0.85
-0.31 0.77 0.87
0.38 0.08 -0.08
1.11 0.50 -0.80
0.34 -0.19 0.29
0.19 -0.04 -0.25
0.12 0.14 -0.30
-0.05 -0.41 -0.24
-0.46 0.13 0.14
-0.42 -0.25 0.00
-0.10 0.14 0.20
-0.30 -0.06 -0.16
-0.31 0.01 -0.19

Values from the calculation:
LUMO (alpha / beta): -4.41 / -8.10 eV
2S+1: 2
Total charge: +1
Molar mass: 122.211 g/mol
HOMO energy (alpha / beta): -14.432 / -14.408 eV
F_max: 0.0327 hartree/bohr
Expectation value of S²: 0.77
Relative energy (zero: lowest compared OMol25 entry of this formula, charge and spin): 0.404 eV



5.
DFT (ωB97M-V/def2-TZVPD) results for C8H10F2O in the gas phase in a non-equilibrium geometry.

CARTESIAN COORDINATES (ANGSTROEM)
O 2.1945 -0.8100 1.5398
C 2.0647 -0.7861 0.1385
C 0.7521 -1.3700 -0.3465
C 0.1959 -0.9492 -1.6922
C -0.4359 -0.4945 -0.4372
C -1.9322 -0.4338 0.1693
F -2.9915 -0.5189 -0.6602
F -2.2103 -1.1054 1.3050
C -1.0106 0.7274 0.1599
C -0.5881 1.7577 1.1466
C -1.0879 2.1660 -0.2123
H 2.1902 -1.7248 1.8447
H 2.1275 0.2686 -0.1396
H 2.9004 -1.3232 -0.3365
H 0.5868 -2.3996 -0.0443
H 0.7485 -0.2246 -2.2731
H -0.3146 -1.6897 -2.2904
H 0.4654 1.8394 1.3637
H -1.2255 1.9245 2.0015
H -2.0589 2.6253 -0.2985
H -0.3704 2.5209 -0.9382

Force components x, y, z for each atom (eV/Å):
-0.01 -0.08 0.44
-0.12 -0.20 -0.47
0.21 0.25 0.38
-0.14 0.07 -0.11
-2.49 -0.36 0.92
2.75 -0.25 -1.14
0.16 0.19 0.12
0.06 0.25 -0.10
-0.32 0.12 0.20
0.02 -0.11 0.11
-0.01 -0.04 -0.16
-0.02 0.12 -0.05
0.02 -0.07 -0.12
-0.08 0.14 0.02
-0.05 -0.03 -0.08
0.15 0.10 0.00
-0.05 -0.08 0.01
0.12 -0.02 -0.05
-0.12 0.00 0.01
-0.17 0.00 0.08
0.10 -0.02 -0.01

Values from the calculation:
LUMO: 0.89 eV
Molar mass: 160.163 g/mol
HOMO energy: -9.466 eV
F_max: 0.0581 hartree/bohr
Relative energy (zero: lowest compared OMol25 entry of this formula, charge and spin): 3.019 eV
Structure (SMILES): OC[C@@H]1C[C@@]12C(F)(F)C21CC1